A structure of composition C22H39Cl3CuN3O3Si. Source: OMol25; level of theory: ωB97M-V/def2-TZVPD.

XYZ file:
```
72
Properties=species:S:1:pos:R:3:forces:R:3:mulliken_spin:R:1
C 2.42010 -2.49579 -5.73810 0.2633 -0.1677 0.2321 -0.008
C 2.21497 -1.67992 -6.98232 -0.2885 0.2548 -0.7340 -0.016
H 1.58826 -3.17883 -5.49965 0.1562 0.1545 -0.3313 -0.003
H 2.51765 -1.81805 -4.87552 0.1159 -0.3293 -0.3741 0.002
H 3.33746 -3.09014 -5.86454 -0.2006 -0.0102 0.2168 -0.002
C 2.09827 -2.20175 -8.21744 0.5953 0.6258 0.4008 0.125
C 2.18515 -3.65037 -8.50317 -0.0836 -0.5608 -0.0461 -0.002
H 2.02129 -1.53887 -9.07883 0.0257 -0.1453 0.3081 0.008
H 1.46143 -4.21411 -7.89846 0.1883 -0.0532 -0.0765 0.006
H 3.19072 -4.02944 -8.28684 -0.0811 -0.1599 0.0394 0.008
H 1.97687 -3.85107 -9.55439 -0.0172 -0.0985 0.0004 0.000
Cu 2.49397 1.46989 -4.60745 0.7693 1.3855 0.1044 0.110
Cl 2.21934 3.56205 -4.20841 0.1899 1.1091 0.0093 -0.002
Cl 4.69319 0.63512 -5.99112 1.4118 0.4826 0.4704 0.149
C -0.48883 3.34537 -2.32286 0.2390 -0.6650 0.2822 0.000
O -0.99192 2.27147 -1.96151 0.2634 0.9020 -0.1747 0.000
N -1.20664 4.42455 -2.68857 -0.5047 0.0014 0.0647 0.000
C -2.65768 4.29725 -2.74608 0.1272 -0.1726 -0.0697 0.000
C -0.57642 5.62609 -3.22475 -0.1955 0.0756 -0.1357 0.000
H 0.60766 3.50005 -2.39269 -0.4351 -0.0657 0.0926 0.000
H -3.01199 3.76022 -1.86563 0.0448 0.0269 -0.0345 0.000
H -2.98420 3.72410 -3.62584 0.0716 0.1676 0.1043 0.000
H -3.10420 5.29143 -2.77241 0.0226 -0.0620 -0.0204 0.000
H 0.31564 5.88180 -2.64101 -0.1773 -0.0963 -0.2271 0.000
H -1.31092 6.45080 -3.15220 0.4609 -0.3396 0.0085 0.000
H -0.29100 5.48887 -4.27780 0.0113 0.0893 0.2750 0.000
H -0.45350 -4.93676 -1.36327 -0.1093 -0.0354 0.0359 0.000
H -1.84735 -3.75025 -3.86641 -0.1651 -0.1951 0.1095 0.000
C -1.51579 -5.06739 -1.11880 0.0184 0.1406 -0.3614 0.000
C -2.55678 -4.33602 -3.26041 0.1323 0.0817 -0.5088 0.000
N -2.34256 -4.11712 -1.84527 -0.2098 0.1684 0.2139 0.000
H -1.64563 -4.91169 -0.04638 -0.0164 -0.1688 -0.0781 0.000
C -2.85082 -2.99183 -1.27917 -0.6230 0.4348 -0.6760 0.000
O -3.53264 -2.15870 -1.88139 0.7995 -1.1050 0.9768 0.000
H -3.56768 -4.02156 -3.54753 0.2464 -0.1108 0.1541 0.000
H -2.60010 -2.91604 -0.20109 -0.1127 0.1033 -0.1969 0.000
H -1.80122 -6.09239 -1.41723 0.0472 0.4070 0.3711 0.000
H -2.41376 -5.40153 -3.47662 -0.0960 0.2483 -0.0001 0.000
O 1.72611 0.09042 -5.51744 -0.8161 -1.2313 -1.8471 0.321
C 2.13679 -0.21081 -6.74784 -1.7429 -0.6912 0.3059 0.260
C 0.51121 0.29044 -8.69065 -0.2078 0.5581 -0.1786 0.013
C 1.54885 0.68028 -7.82292 -0.1096 -0.2918 -0.0503 -0.022
H 0.08299 -0.70754 -8.65043 0.2763 0.2338 0.0068 -0.001
C -0.04544 1.21572 -9.58530 0.3617 -0.2660 0.0274 -0.003
H 3.42387 0.17136 -6.51291 -0.3037 -0.3967 -0.7007 0.026
C 1.95248 2.00526 -7.83368 -0.0121 0.5543 0.1855 0.004
H -0.82035 0.88966 -10.28255 0.1450 0.0766 0.2221 0.001
C 0.41255 2.53241 -9.61908 -0.1466 -0.1041 0.2912 0.007
C 1.36370 2.93357 -8.68428 0.0616 -0.0181 -0.2717 -0.006
H 2.69674 2.33408 -7.10471 -0.1642 -0.0441 -0.2634 0.007
H 0.00340 3.23910 -10.33917 0.0200 -0.0781 0.1889 0.001
H 1.65431 3.97566 -8.61886 0.0935 -0.0352 -0.0745 0.000
Si -1.73976 0.07940 -5.63329 2.9210 1.3224 -0.5845 -0.002
Cl -0.92789 -1.69404 -6.43414 0.1187 -0.4034 -0.4460 0.001
C -2.95642 0.48920 -6.98630 -0.9464 -0.4135 0.1822 0.000
C -0.90736 1.80679 -5.62369 0.4862 -0.0385 0.1897 0.002
C -1.56124 -0.55112 -3.88852 -0.9894 0.2221 0.5999 0.008
H -2.68110 1.46320 -7.42547 -0.3150 -0.3401 0.5120 0.000
H -3.91401 0.51434 -6.43958 -0.2896 0.2329 -0.8818 0.000
H -2.94705 -0.24417 -7.81301 -0.2883 0.1404 0.6699 0.000
H -2.37838 -1.27430 -3.75254 0.3740 0.0666 0.4932 -0.001
H -1.64109 0.27233 -3.15741 -0.1113 -0.4032 -0.1584 0.000
H -0.57188 -1.05245 -3.75166 -0.7416 0.4754 -0.5189 0.001
H -0.71673 2.27440 -6.59764 -0.0696 -0.4102 -0.0717 0.001
H 0.02893 1.91798 -5.06264 -0.3020 -0.2271 0.0095 0.001
H -1.62911 2.48794 -5.14167 -0.1351 -0.2293 0.0878 0.000
C 1.07120 0.11266 -0.71278 -0.2777 -0.2103 0.6755 0.000
C 1.63300 0.22575 -2.02162 1.2672 0.6015 -1.9915 -0.001
N 2.16843 0.43270 -3.02808 -0.7039 -0.9385 2.8512 0.008
H 0.27369 0.84817 -0.62016 -0.1215 0.0075 0.0083 0.000
H 1.85694 0.30833 0.02168 -0.1315 -0.0491 -0.0176 0.000
H 0.67698 -0.89181 -0.56809 -0.0833 0.0099 0.1250 0.000
```
Forces are in eV/Å.

## Properties
DFT total energy   -4562.315580 Ha
Energy above the lowest of the compared OMol25 structures with the same formula, charge and spin   3.256 eV
F_max   3.259 eV/A
Expectation value of S²   0.76
Frontier orbital gap (alpha / beta)   5.7 / 6.0 eV
HOMO energy (alpha / beta)   -3.46 / -3.78 eV
Multiplicity   2
Total charge   -1

=====

A structure of composition C22H39N3O4PdS. Source: OMol25; level of theory: ωB97M-V/def2-TZVPD.

XYZ file:
```
70
Properties=species:S:1:pos:R:3:forces:R:3:nbo_charge:R:1
Pd 0.80416 -0.28678 -0.47850 -0.1827 -0.2130 -2.1631 0.067
C -2.59420 -4.09166 1.03136 -0.0339 0.0775 -0.0082 -0.414
N -2.22542 -2.95221 1.83995 0.1131 -0.2990 0.1328 -0.446
C -3.07872 -2.72033 2.97506 -0.0681 0.1757 -0.1224 -0.394
C -0.96398 -2.41885 1.66176 -0.2792 0.2068 -0.1811 0.680
O -0.21325 -2.85224 0.81791 0.0223 -0.4022 0.2689 -0.570
C -0.59795 -1.19076 2.48470 0.0188 -0.1288 0.1562 -0.183
O -1.31372 -0.09569 1.94342 -0.1432 0.0291 -0.0739 -0.531
C -0.85147 1.15803 2.39425 -0.0122 0.1016 0.1546 -0.142
C -0.86507 2.13969 1.21909 0.0018 -0.3096 -0.1473 0.663
O 0.13331 2.27092 0.53680 -0.0340 0.2187 0.3495 -0.586
N -2.04625 2.74683 0.89517 0.0796 0.4123 -0.1060 -0.431
C -3.00121 3.17876 1.88653 -0.1531 -0.2171 -0.0108 -0.395
C -2.01639 3.60174 -0.28909 -0.0567 -0.0980 0.0354 -0.432
H -2.47984 -5.03060 1.59100 0.0076 -0.0063 -0.0094 0.161
H -1.95760 -4.11611 0.15288 -0.0025 -0.0100 -0.0095 0.260
H -3.63712 -3.99488 0.71978 -0.0051 -0.0109 -0.0007 0.186
H -3.13480 -3.61081 3.61685 0.0172 0.0040 0.0139 0.162
H -4.09325 -2.48462 2.63777 -0.0110 -0.0119 0.0108 0.187
H -2.72588 -1.88447 3.56841 -0.0196 0.0326 -0.0166 0.213
H 0.48454 -1.07433 2.40210 -0.0213 0.0581 -0.0474 0.273
H -0.86473 -1.31266 3.54600 0.1057 -0.0643 0.0466 0.136
H 0.18323 1.10729 2.74003 0.0347 -0.0870 -0.0743 0.204
H -1.48830 1.47637 3.22816 0.1442 0.1088 0.1010 0.147
H -3.07693 2.47708 2.71299 -0.0184 -0.0067 -0.0257 0.197
H -3.98491 3.25205 1.41930 -0.0049 -0.0020 0.0037 0.199
H -2.74722 4.17111 2.28786 0.0078 0.0039 0.0088 0.161
H -1.37532 3.16592 -1.04795 0.0397 -0.0420 -0.0642 0.292
H -1.65087 4.60448 -0.02809 0.0205 -0.0007 -0.0376 0.157
H -3.01886 3.67224 -0.70448 -0.0630 0.0002 -0.0196 0.210
C 4.06375 -1.32593 0.04068 -0.2406 -0.2270 -0.2154 -0.820
S 2.46160 -0.70427 0.65479 0.6491 0.9119 1.3627 1.250
C 3.12051 1.00202 0.83926 0.2798 -0.1330 0.0035 -0.841
O 2.53142 -1.19648 2.09474 0.1000 -0.1505 -0.0720 -1.082
H 4.84428 -0.92938 0.69156 0.0264 -0.0417 0.0265 0.196
H 4.20397 -1.01997 -0.99596 -0.0276 0.0378 0.0106 0.217
H 4.03065 -2.41323 0.10843 -0.0158 0.0224 -0.0148 0.216
H 3.61670 1.30987 -0.08255 -0.0692 0.0053 -0.0283 0.213
H 3.82588 0.98596 1.67839 0.0046 -0.0149 -0.0362 0.189
H 2.28471 1.66777 1.02960 -0.0532 -0.0202 0.0268 0.255
C 1.56872 2.92678 -2.51026 -0.0404 0.0183 -0.0440 -0.618
C 0.74496 2.69029 -3.78286 0.0132 -0.0380 0.0365 -0.213
C 1.41560 1.62269 -4.65460 0.0275 -0.0038 0.0044 -0.621
C -0.70264 2.34398 -3.48310 -0.0331 0.0703 0.1511 -0.160
C -1.67266 3.24326 -3.86199 0.0424 0.0229 -0.0290 -0.219
C -3.04792 3.03612 -3.66603 -0.0247 -0.0289 0.0487 -0.460
C -3.40642 1.80070 -3.10175 -0.0332 0.1591 0.0967 -0.228
C -2.50311 0.85506 -2.67258 0.2864 -0.0556 0.0184 -0.158
C -3.07905 -0.49999 -2.30316 -0.0392 -0.0490 0.0393 -0.198
C -2.52048 -1.18729 -1.05969 -0.1125 0.1146 0.0321 -0.627
C -2.97160 -1.45038 -3.50460 0.1030 -0.0138 0.0214 -0.610
C -1.01573 1.07236 -2.74971 -0.0753 0.0536 -0.3616 0.186
N -0.09294 0.27124 -2.34576 -0.2600 -0.0663 0.8911 -1.098
H 2.60982 3.17946 -2.75717 -0.0029 -0.0011 0.0028 0.158
H 1.54198 2.01984 -1.90387 0.0276 0.0185 0.0025 0.259
H 1.14304 3.74507 -1.92160 0.0109 0.0010 0.0050 0.188
H 0.73299 3.63346 -4.35117 -0.0036 -0.0141 -0.0136 0.157
H 1.36242 0.67313 -4.11642 0.0010 0.0028 -0.0128 0.267
H 2.46528 1.87738 -4.85582 -0.0015 0.0075 -0.0020 0.159
H 0.89348 1.52302 -5.61156 -0.0030 -0.0021 0.0045 0.181
H -1.34732 4.16638 -4.34996 -0.0040 -0.0047 -0.0018 0.159
H -3.78993 3.76178 -3.98197 -0.0009 -0.0107 -0.0056 0.167
H -4.47047 1.56372 -3.00273 0.0096 -0.0036 -0.0140 0.158
H -4.14905 -0.33133 -2.10375 -0.0262 -0.0119 -0.1149 0.157
H -1.48555 -1.48553 -1.21877 -0.0266 -0.0374 0.0014 0.254
H -3.13879 -2.06672 -0.82484 0.0174 0.0057 0.0185 0.151
H -2.53893 -0.51238 -0.20035 0.0088 -0.0352 -0.0034 0.211
H -1.91486 -1.57707 -3.75445 -0.0026 0.0059 0.0062 0.228
H -3.48528 -1.03053 -4.37288 -0.0087 -0.0143 -0.0072 0.189
H -3.39732 -2.43813 -3.28026 -0.0069 0.0000 0.0015 0.163
```
Forces are in eV/Å.

## Properties
DFT total energy   -1852.817923 Ha
Energy above the lowest of the compared OMol25 structures with the same formula, charge and spin   2.449 eV
F_max   2.181 eV/A
Frontier orbital gap   3.0 eV
HOMO energy   1.48 eV
Total charge   -2

=====

A structure of composition C22H39N4O2PSTc. Source: OMol25; level of theory: ωB97M-V/def2-TZVPD.

XYZ file:
```
70
Properties=species:S:1:pos:R:3:forces:R:3:nbo_charge:R:1
Tc -0.70478 -1.06784 1.09701 3.7137 -0.2133 -2.7282 1.051
O -1.81278 -1.51954 2.63491 -0.1615 1.0268 -0.3110 -0.497
N -1.96038 -2.73484 3.11601 0.2530 -1.6451 0.4259 0.021
C -2.77848 -2.92964 4.16271 -0.4962 0.0313 0.4269 0.047
C -3.00508 -4.19184 4.64881 0.1133 0.0826 -0.1149 -0.224
C -2.37478 -5.28064 4.04241 0.0931 0.2845 -0.1043 -0.104
C -1.49488 -5.05384 3.00631 -0.1708 0.0705 0.0780 -0.217
C -1.26908 -3.75494 2.55091 0.1455 0.0298 0.1553 0.035
S -0.12208 -3.34114 1.33951 -0.4527 0.1186 -0.2633 0.018
H -3.24078 -2.03784 4.55521 -0.0199 0.0502 -0.0088 0.254
H -3.66848 -4.33064 5.48711 -0.0713 0.0797 0.0235 0.263
H -2.56978 -6.28344 4.38811 0.0253 -0.0923 0.0247 0.257
H -0.98278 -5.86454 2.51691 0.1316 -0.0751 -0.0383 0.260
N -1.73068 0.59166 0.83361 -1.5458 1.2806 -0.0463 -0.548
C -2.50688 1.43676 0.61111 0.6227 -0.5124 0.1757 0.679
N -3.31918 2.36626 0.28721 0.0153 -0.0973 -0.0668 -0.422
C -3.80368 3.39426 1.20021 -0.5381 0.6360 0.4658 -0.241
C -5.33898 3.44886 1.12321 0.2561 -0.0471 0.2396 -0.081
O -5.76488 3.62256 -0.20189 -0.0412 0.2173 -0.0851 -0.493
C -5.36318 2.56416 -1.02529 0.3981 -0.2132 -0.2589 -0.080
C -3.82658 2.47786 -1.07949 -0.6890 0.0843 -0.6724 -0.240
H -3.39458 4.35586 0.87151 0.0122 -0.1145 0.0782 0.225
H -3.47138 3.18086 2.21511 0.0295 -0.0030 -0.0484 0.233
H -5.70868 4.31076 1.68051 0.0936 -0.1350 0.0567 0.231
H -5.76978 2.52786 1.54411 0.0483 0.0847 0.0057 0.176
H -5.75178 2.77326 -2.02479 0.0450 -0.1283 0.1284 0.228
H -5.76988 1.60996 -0.65729 -0.0042 0.0729 -0.0834 0.176
H -3.42978 3.39846 -1.51939 0.0305 -0.0931 0.0543 0.223
H -3.50348 1.61976 -1.67019 0.0107 0.0481 0.0764 0.228
C 1.68892 -1.66474 -3.18939 -0.0777 0.1259 0.0246 -0.626
C 2.56532 -1.52294 -1.94769 -0.2710 0.2781 0.2907 -0.275
C 2.41702 -2.81374 -1.14479 -0.0616 0.0173 0.1643 -0.623
C 4.01332 -1.27864 -2.34859 0.0441 0.1789 0.1322 -0.630
P 1.85792 -0.08114 -0.88919 2.1871 0.9257 -0.8792 1.774
N 0.55272 -0.64444 -0.14579 -3.7208 -1.5558 3.0896 -0.893
C 1.26962 1.40446 -1.95179 0.0338 -0.3961 0.2897 -0.284
C -0.04798 1.01346 -2.62389 -0.0049 -0.2090 0.0521 -0.628
C 2.33492 1.82016 -2.96049 0.0933 -0.1115 0.0106 -0.631
C 0.95412 2.56826 -1.01569 0.0899 -0.0951 0.1317 -0.623
C 2.97772 0.42466 0.58751 -0.1690 -0.0865 -0.4224 -0.284
C 3.51222 -0.85504 1.22521 -0.0696 -0.1103 -0.1052 -0.626
C 2.15092 1.13716 1.65561 -0.3998 -0.0944 -0.0201 -0.613
C 4.13372 1.30086 0.11781 -0.0090 0.0096 -0.0834 -0.630
H 1.98272 -2.56384 -3.72959 0.0775 -0.0720 0.0570 0.247
H 1.80982 -0.83054 -3.87299 -0.0953 0.0245 -0.0624 0.217
H 0.64432 -1.77614 -2.90459 -0.1301 -0.0199 -0.1469 0.219
H 2.61482 -3.65344 -1.80789 -0.0043 -0.0470 -0.0977 0.243
H 1.39632 -2.90774 -0.77459 0.0679 -0.1856 -0.0579 0.211
H 3.10822 -2.89034 -0.31439 0.0311 0.0064 0.0845 0.228
H 4.35622 -2.12184 -2.94669 -0.0544 -0.0729 -0.0760 0.248
H 4.67252 -1.21314 -1.48809 0.0915 0.0117 0.0408 0.218
H 4.12212 -0.37874 -2.94929 0.0755 0.0536 -0.0524 0.225
H 0.08822 0.33996 -3.45909 -0.0359 -0.0947 -0.0927 0.234
H -0.53128 1.91106 -3.00289 0.0065 0.1419 -0.0366 0.232
H -0.71088 0.54366 -1.89599 -0.1485 0.0337 -0.1139 0.213
H 2.43062 1.11556 -3.78259 0.0549 -0.0296 -0.0031 0.224
H 3.30662 1.94986 -2.48839 0.0887 0.0548 -0.0460 0.226
H 2.05272 2.77976 -3.39159 -0.0657 0.0747 -0.0156 0.245
H 0.27112 2.24136 -0.23389 -0.0599 0.1571 0.1428 0.209
H 0.46972 3.35376 -1.59159 -0.0741 0.0308 -0.1213 0.237
H 1.84552 3.00706 -0.58109 0.0524 0.0188 0.1506 0.223
H 2.69212 -1.53694 1.45491 0.1167 -0.1198 0.0888 0.218
H 4.00582 -0.59304 2.16011 0.0082 0.0454 0.0488 0.243
H 4.24872 -1.35014 0.60001 0.0170 -0.1098 -0.0142 0.221
H 1.29912 0.51316 1.97081 0.2851 0.2332 0.0665 0.196
H 1.77682 2.10376 1.34331 -0.0322 0.0837 -0.0030 0.225
H 2.78422 1.29756 2.52621 0.0717 -0.0415 0.0516 0.245
H 4.70032 0.82356 -0.67599 0.1187 0.0265 -0.0946 0.225
H 4.81442 1.45946 0.95241 0.0396 -0.0061 0.1048 0.245
H 3.80582 2.27926 -0.21939 -0.0138 0.0972 -0.0619 0.219
```
Forces are in eV/Å.

## Properties
DFT total energy   -2050.946844 Ha
F_max   5.080 eV/A
Expectation value of S²   0.94
Frontier orbital gap (alpha / beta)   6.5 / 7.0 eV
HOMO energy (alpha / beta)   -14.07 / -14.23 eV
Multiplicity   2
Total charge   +2